1.
{
  "formula": "CH2LiOSr",
  "method": "ωB97M-V/def2-TZVPD",
  "e_homo_ev": -10.16,
  "charge": 1,
  "homo_lumo_gap_ev": 5.91,
  "species": ["C", "O", "H", "Sr", "Li", "H"],
  "positions_angstrom": [[0.20846, 0.83888, -0.58557], [0.76021, -0.00689, 0.43832], [0.15765, 1.89381, -0.25411], [-1.37373, -0.83466, 0.01582], [2.76880, -0.19968, 0.51169], [1.14892, 0.86094, -1.40202]],
  "atomic_forces_ev_per_a": [[3.08, 0.63, -2.29], [0.17, -1.37, 1.22], [-0.06, -0.28, 0.02], [1.02, 0.46, 0.09], [-1.54, 0.34, -0.10], [-2.68, 0.23, 1.05]],
  "lowdin_charge": [-0.581, -0.829, -0.020, 1.549, 0.843, 0.038]
}

=====

2.
{
  "formula": "C44H34ClIN5O6SY",
  "method": "ωB97M-V/def2-TZVPD",
  "e_homo_ev": -7.40,
  "homo_lumo_gap_ev": 6.51,
  "species": ["Y", "O", "C", "C", "C", "C", "C", "C", "C", "O", "N", "N", "C", "C", "C", "C", "C", "C", "C", "O", "H", "H", "H", "H", "H", "H", "H", "H", "H", "H", "Cl", "C", "C", "C", "C", "O", "C", "C", "N", "C", "C", "C", "C", "C", "C", "C", "C", "N", "C", "C", "H", "H", "H", "H", "H", "H", "H", "H", "H", "H", "N", "C", "O", "C", "I", "H", "H", "H", "H", "O", "S", "C", "C", "C", "C", "C", "C", "C", "C", "C", "C", "C", "C", "H", "H", "H", "H", "H", "H", "H", "H", "H", "H"],
  "positions_angstrom": [[1.43998, -1.20944, -1.68114], [1.54486, 4.13452, 0.93750], [0.21653, 3.93467, 0.77568], [-0.65473, 4.96557, 1.06862], [-2.03367, 4.82774, 0.72053], [-2.49852, 3.69816, 0.04744], [-1.61816, 2.70197, -0.31278], [-0.29075, 2.73880, 0.15152], [0.63177, 1.61635, -0.20952], [0.19925, 0.57870, -0.78552], [1.95616, 1.67997, 0.17444], [2.69461, 0.71291, -0.49063], [3.96361, 0.64561, -0.16641], [4.92912, -0.23263, -0.75373], [6.23080, 0.05978, -0.24879], [7.27387, -0.73132, -0.70607], [7.05332, -1.63465, -1.77948], [5.80656, -1.92397, -2.20986], [4.68870, -1.22106, -1.70635], [3.49324, -1.53908, -2.23439], [1.98373, 3.19431, 0.79429], [-0.25867, 5.80728, 1.58085], [-2.71928, 5.62112, 1.08030], [-3.57913, 3.55755, -0.04752], [-2.00009, 1.85510, -0.88638], [4.42806, 1.38962, 0.52154], [6.32098, 0.75875, 0.63063], [8.27249, -0.56585, -0.31736], [7.93258, -2.06173, -2.22341], [5.68410, -2.66837, -3.00614], [-5.15026, -5.29020, -2.62884], [-3.54235, -4.68545, -2.50013], [-2.79528, -5.02602, -1.33019], [-1.52580, -4.48256, -1.05533], [-0.93585, -3.59641, -2.00847], [0.20155, -3.07155, -1.65146], [-1.64394, -3.27941, -3.23358], [-1.19682, -2.19120, -4.00202], [-0.26811, -1.29011, -3.66827], [-0.31992, -0.05331, -4.31346], [-1.52502, 0.41985, -4.87450], [-1.58032, 1.61632, -5.57769], [-0.51511, 2.53469, -5.58868], [0.66925, 2.19990, -4.88702], [1.77388, 3.05274, -4.73449], [2.97387, 2.50294, -4.21776], [2.93970, 1.24143, -3.69343], [1.81449, 0.53794, -3.51466], [0.77780, 0.86888, -4.32018], [-2.86528, -3.97607, -3.49879], [-3.30101, -5.70514, -0.62276], [-0.95850, -4.80745, -0.19841], [-1.68372, -2.09983, -4.98119], [-2.48582, -0.17915, -4.75331], [-2.45061, 1.97700, -6.19337], [-0.49868, 3.41039, -6.19073], [1.64706, 4.10851, -4.95892], [3.85708, 3.13864, -4.12054], [3.81864, 0.77155, -3.32130], [-3.34460, -3.84597, -4.46670], [2.27125, -1.27620, 2.54490], [2.25195, -2.24270, 1.54510], [1.98542, -1.99691, 0.35581], [2.49967, -3.64320, 1.95208], [4.42990, -4.00772, 2.94089], [2.29068, -0.30903, 2.17810], [2.81489, -1.43811, 3.36392], [2.56249, -4.29904, 1.05530], [1.80349, -4.13022, 2.60916], [-2.98665, -1.89227, 6.18997], [-2.46412, -1.46115, 4.86429], [-3.88561, -1.16524, 3.78095], [-5.17396, -1.03302, 4.31523], [-6.17631, -0.45337, 3.46406], [-5.96040, -0.27466, 2.09239], [-4.69242, -0.48918, 1.58911], [-3.65245, -0.93000, 2.41510], [-1.82241, 0.18001, 5.18155], [-0.87508, 0.32167, 6.19811], [-0.44098, 1.60279, 6.53891], [-0.98241, 2.71910, 5.91459], [-1.87870, 2.53860, 4.90289], [-2.29250, 1.29789, 4.53779], [-5.31341, -1.33990, 5.37202], [-7.14323, -0.22862, 3.97872], [-6.81013, 0.10379, 1.49985], [-4.46255, -0.28808, 0.52355], [-2.63627, -0.93450, 2.06784], [-0.47092, -0.46026, 6.79234], [0.33746, 1.75530, 7.28980], [-0.63743, 3.73175, 6.22489], [-2.36969, 3.38387, 4.34322], [-3.09722, 1.16724, 3.76590]],
  "atomic_forces_ev_per_a": [[-0.52, 1.08, -0.77], [-0.17, -1.64, 0.46], [0.39, -0.80, -1.14], [-1.97, -0.85, -0.69], [1.16, 0.55, 1.10], [-0.63, 0.76, 0.58], [0.46, -0.56, 0.71], [0.58, 0.33, -0.66], [2.07, -0.48, 1.05], [-0.69, -0.49, -0.84], [-1.85, 0.67, -0.85], [1.55, -0.52, 1.09], [-2.12, 1.18, -0.36], [0.49, 0.95, 0.87], [0.12, -1.64, 0.26], [-0.03, 0.94, -0.27], [1.11, 0.85, 1.50], [-0.54, -0.24, -0.80], [-0.72, -1.21, -1.32], [0.84, 0.54, 1.07], [-0.32, 1.30, -0.11], [0.08, 0.73, 0.24], [0.37, -0.64, -0.47], [0.41, 0.16, -0.47], [0.42, 0.04, 0.31], [-0.86, -0.39, -0.25], [0.10, -0.72, -1.29], [0.00, -0.11, -0.13], [0.11, -0.49, -0.14], [-0.27, 0.41, 0.35], [-0.07, -0.04, -0.38], [2.48, 0.18, -0.17], [0.28, 0.60, 0.51], [-1.97, -1.01, -1.71], [0.31, 0.41, 1.13], [-0.44, 0.03, -0.62], [0.61, -1.37, 1.97], [1.35, 1.25, -0.78], [-0.82, -0.83, 0.37], [-2.01, 1.02, -1.18], [-0.51, -1.53, 0.46], [0.41, 2.93, -1.32], [-0.42, -2.13, 0.55], [-0.09, -1.24, -0.08], [1.16, -0.87, 0.77], [-1.45, 2.44, -1.15], [-0.93, -1.18, 1.13], [1.11, -0.34, -1.77], [-0.56, 0.63, 1.47], [-0.94, 0.36, 0.48], [0.48, 0.43, -0.27], [0.02, 0.20, 0.13], [-0.05, 0.30, 0.21], [1.50, 0.84, -0.25], [0.61, -0.93, 0.99], [-0.39, 0.67, -0.25], [0.31, -0.17, -0.20], [-0.19, -0.43, -0.16], [0.60, -0.09, 0.64], [-0.05, 0.21, 0.14], [-0.19, -0.04, -2.88], [-0.18, 1.66, 0.60], [0.24, -0.30, 2.03], [1.37, -2.03, -0.83], [-0.64, 0.38, -0.31], [-0.19, -0.71, 0.38], [0.20, -0.30, 0.48], [-0.06, 0.78, 0.52], [-0.53, 0.44, 0.43], [-0.16, -0.19, -0.02], [0.08, -0.93, 0.09], [-0.35, 0.65, -0.44], [0.04, 0.69, -0.72], [0.04, -1.34, 1.74], [-0.78, 0.55, 1.06], [0.88, -0.28, -0.96], [-0.57, 0.57, 0.82], [-0.04, -0.02, 0.28], [0.07, 1.03, -0.09], [0.06, -0.01, -0.02], [1.21, 0.98, 0.74], [-1.28, 2.29, -1.30], [-1.65, -1.23, -1.34], [-0.14, 0.61, -0.76], [0.76, -0.24, -0.92], [0.76, -0.21, 0.12], [-0.25, -0.19, 0.78], [0.28, -0.23, -0.37], [0.02, -0.98, 0.05], [-0.35, -0.25, -0.09], [-0.40, -0.88, -0.36], [0.84, -0.70, 0.84], [1.01, 0.33, 0.76]],
  "lowdin_charge": [1.583, 0.012, -0.285, -0.017, -0.074, -0.120, -0.038, -0.064, -0.407, -0.145, 0.006, -0.053, -0.101, -0.184, -0.047, -0.095, -0.094, -0.027, -0.339, -0.254, 0.080, 0.100, 0.107, 0.100, 0.114, 0.125, 0.122, 0.092, 0.098, 0.123, 0.659, -0.692, -0.085, 0.004, -0.328, -0.209, -0.140, -0.068, 0.036, -0.209, -0.032, -0.080, -0.031, -0.155, 0.019, -0.027, -0.113, 0.047, -0.144, -0.042, 0.105, 0.106, 0.128, 0.130, 0.121, 0.099, 0.120, 0.114, 0.100, 0.112, 0.193, -0.537, -0.081, -0.498, 0.757, 0.118, 0.065, 0.069, 0.046, -0.517, 0.970, -0.396, -0.051, -0.066, -0.095, -0.089, -0.102, -0.360, -0.074, -0.078, -0.091, -0.101, -0.093, 0.116, 0.114, 0.112, 0.115, 0.104, 0.101, 0.109, 0.121, 0.130, 0.122]
}

=====

3.
{
  "formula": "C18H21IrN3S4",
  "method": "ωB97M-V/def2-TZVPD",
  "e_homo_ev": [-16.42, -16.42],
  "charge": 3,
  "homo_lumo_gap_ev": [4.99, 4.99],
  "species": ["Ir", "N", "C", "C", "C", "C", "C", "C", "S", "N", "C", "C", "C", "C", "C", "C", "N", "H", "H", "H", "H", "H", "H", "H", "H", "H", "C", "C", "S", "C", "C", "S", "C", "C", "S", "H", "H", "H", "H", "H", "H", "H", "H", "H", "H", "H", "H"],
  "positions_angstrom": [[0.56543, -1.13398, -0.81347], [-2.56444, 0.48637, -2.92742], [-2.37480, 1.81754, -3.36923], [-3.31410, 2.37969, -4.22304], [-3.15396, 3.69271, -4.62943], [-2.06608, 4.42967, -4.17642], [-1.12303, 3.85761, -3.33035], [-1.28093, 2.54274, -2.92931], [-0.07651, 1.84498, -1.85030], [-0.58098, 0.19809, -1.70966], [-1.76969, -0.22825, -2.18020], [-2.16827, -1.59478, -1.77490], [-3.35499, -2.20877, -2.10856], [-3.64941, -3.45125, -1.55274], [-2.75431, -4.02208, -0.66960], [-1.56626, -3.36239, -0.39850], [-1.26386, -2.18439, -0.95580], [-3.42851, 0.05642, -3.23493], [-4.16339, 1.79958, -4.56536], [-3.87744, 4.14093, -5.29525], [-1.94848, 5.46048, -4.48048], [-0.27738, 4.43995, -2.98664], [-4.07001, -1.75061, -2.77866], [-4.57612, -3.95087, -1.80210], [-2.96124, -4.96950, -0.19177], [-0.83672, -3.78961, 0.27339], [2.64336, -3.07823, 1.01756], [1.88885, -2.19162, 1.98740], [1.33792, -0.62013, 1.26789], [2.86441, 0.33921, 0.98628], [3.64882, -0.05275, -0.25563], [2.47683, -0.18883, -1.65076], [3.08300, -1.61247, -2.59104], [3.18799, -2.88675, -1.77418], [1.78174, -3.09417, -0.61254], [2.65736, -4.10271, 1.39104], [3.67560, -2.77365, 0.86614], [2.47674, -1.97829, 2.88305], [0.95817, -2.65454, 2.32110], [3.47100, 0.27618, 1.89184], [2.50686, 1.36837, 0.91430], [4.20173, -0.98213, -0.15151], [4.36238, 0.73434, -0.50341], [4.03973, -1.35710, -3.05231], [2.35511, -1.70883, -3.39780], [4.10447, -2.94681, -1.19091], [3.18201, -3.74801, -2.44256]],
  "atomic_forces_ev_per_a": [[0.27, -0.38, -0.69], [-0.11, -0.14, -0.01], [-0.07, 0.15, -0.09], [0.05, -0.04, 0.05], [0.05, 0.05, 0.01], [-0.06, -0.02, -0.01], [0.02, -0.02, -0.02], [0.06, 0.03, -0.09], [-0.06, 0.12, 0.14], [-0.40, 0.43, -0.35], [0.05, 0.09, 0.19], [0.04, -0.09, 0.18], [0.07, 0.06, 0.00], [-0.03, -0.04, 0.00], [0.00, -0.04, 0.02], [0.00, 0.06, -0.16], [-0.27, -0.04, 0.52], [0.04, 0.02, 0.00], [0.00, -0.01, 0.00], [-0.01, 0.01, 0.01], [0.01, 0.00, -0.01], [0.01, 0.01, -0.01], [0.00, -0.02, 0.00], [-0.01, 0.00, 0.01], [0.01, -0.01, -0.01], [0.02, -0.01, -0.01], [-0.14, -0.06, 0.13], [0.13, -0.14, -0.01], [-0.28, -0.04, 0.06], [0.16, 0.01, -0.10], [-0.10, 0.12, 0.09], [0.31, 0.14, 0.03], [0.09, 0.00, 0.00], [0.04, -0.16, -0.07], [0.29, -0.17, 0.15], [-0.02, -0.02, -0.08], [-0.03, 0.10, 0.04], [0.00, 0.07, -0.03], [0.01, -0.01, 0.01], [-0.03, -0.05, 0.01], [0.00, -0.01, -0.01], [-0.06, -0.02, 0.06], [-0.03, -0.01, -0.05], [0.01, 0.03, 0.06], [0.02, 0.01, -0.03], [0.01, 0.05, -0.01], [-0.04, -0.02, 0.04]],
  "lowdin_charge": [0.826, 0.202, -0.209, 0.023, -0.013, -0.007, -0.059, -0.435, 1.027, -0.495, -0.278, -0.174, 0.054, 0.037, 0.027, -0.081, -0.081, 0.164, 0.135, 0.133, 0.134, 0.127, 0.135, 0.146, 0.142, 0.107, -0.400, -0.431, 0.897, -0.412, -0.392, 0.857, -0.430, -0.408, 0.879, 0.112, 0.085, 0.121, 0.097, 0.121, 0.101, 0.079, 0.117, 0.122, 0.097, 0.093, 0.109]
}

=====

4.
{
  "formula": "C14H15FIN4O6Se4W",
  "method": "ωB97M-V/def2-TZVPD",
  "e_homo_ev": [-17.63, -17.63],
  "charge": 3,
  "homo_lumo_gap_ev": [5.21, 5.14],
  "species": ["W", "O", "C", "C", "C", "C", "C", "C", "N", "H", "H", "H", "H", "H", "H", "H", "Se", "Se", "Se", "Se", "N", "C", "O", "C", "I", "H", "H", "H", "H", "F", "C", "C", "N", "C", "C", "O", "O", "C", "O", "N", "C", "O", "H", "H", "H", "H"],
  "positions_angstrom": [[-0.24350, -0.09135, 0.68892], [-0.68330, -2.69068, 0.24892], [-1.96298, -3.08902, -0.31070], [-2.61258, -1.92305, -1.01235], [-3.86043, -2.08460, -1.59539], [-4.44454, -1.00978, -2.24905], [-3.70978, 0.16587, -2.36615], [-2.47050, 0.24487, -1.76507], [-1.92380, -0.76008, -1.04064], [-0.12061, -3.48715, 0.22429], [-2.60949, -3.46791, 0.49268], [-1.82242, -3.90406, -1.02918], [-4.36653, -3.03467, -1.53125], [-5.43735, -1.08428, -2.66536], [-4.09393, 1.01640, -2.90831], [-1.88244, 1.15541, -1.85482], [1.73755, -1.40152, 1.47222], [-1.12725, -2.09081, 3.07711], [-1.86011, -2.77388, 4.98131], [-2.32104, -0.31127, 2.04107], [1.55999, -1.06217, -3.10785], [1.64477, -0.16335, -2.15461], [0.83570, -0.20177, -1.15361], [2.73769, 0.83585, -2.24435], [4.42753, -0.20023, -1.28568], [0.89380, -1.82306, -3.07961], [2.19858, -1.05121, -3.89667], [2.57635, 1.75553, -1.68380], [3.03785, 1.06769, -3.26298], [0.93632, -0.43358, 3.95888], [1.60605, 0.13217, 2.90470], [0.66659, 1.13634, 2.25711], [1.40749, 1.81898, 1.16636], [0.77749, 3.08013, 0.73049], [-0.54828, 2.81727, 0.02013], [-1.21516, 3.60208, -0.55873], [-0.87530, 1.50214, 0.13718], [2.84492, 1.94544, 1.19395], [3.38994, 2.45311, 0.25469], [3.50082, 1.43410, 2.27701], [2.99637, 0.64557, 3.30134], [3.54456, 0.39232, 4.31565], [0.34180, 1.86892, 3.03336], [1.44758, 3.61766, 0.04844], [0.59502, 3.75626, 1.57982], [4.48659, 1.69539, 2.35052]],
  "atomic_forces_ev_per_a": [[2.23, -0.95, -3.20], [-0.28, 0.01, -0.37], [-0.26, 0.07, 0.08], [0.49, 0.06, 0.31], [0.22, 0.26, -0.03], [0.31, 0.07, 0.11], [0.08, -0.16, 0.00], [0.27, 0.14, 0.08], [-0.53, 0.20, 0.28], [0.09, 0.56, 0.17], [0.12, 0.09, -0.11], [0.10, 0.11, 0.12], [-0.05, -0.14, 0.04], [-0.07, -0.05, -0.08], [0.01, 0.05, -0.03], [-0.21, -0.17, 0.08], [-0.57, 1.59, 0.88], [-0.75, -0.93, 1.24], [-0.05, 0.46, -0.56], [0.43, -0.74, 0.87], [-0.17, -0.13, -0.20], [-0.37, -0.13, 0.61], [-0.21, 0.01, -0.05], [0.59, -0.10, 0.41], [-0.47, 0.28, -0.38], [0.00, 0.17, 0.10], [-0.07, 0.07, 0.17], [-0.09, -0.29, 0.00], [-0.01, -0.15, 0.00], [0.67, 0.48, -0.12], [-0.83, -0.94, -0.04], [1.67, 0.44, 0.11], [-1.39, -0.46, 0.91], [-0.09, 0.16, -0.27], [0.83, 2.03, -0.02], [0.22, -0.71, 0.30], [-1.01, -0.01, -0.29], [0.33, -0.47, -1.00], [-0.04, 0.33, 0.63], [0.66, 0.26, 0.22], [-0.75, 0.10, -0.49], [0.12, -0.22, 0.22], [-0.67, -0.72, -0.62], [-0.18, -0.25, 0.08], [-0.08, -0.22, -0.08], [-0.19, -0.06, -0.07]],
  "lowdin_charge": [1.398, -0.302, -0.140, -0.273, 0.026, 0.025, 0.008, -0.095, -0.026, 0.121, 0.136, 0.157, 0.142, 0.139, 0.135, 0.117, 0.857, 0.207, 0.579, 0.488, 0.246, -0.583, -0.253, -0.420, 0.996, 0.150, 0.156, 0.047, 0.080, -0.058, -0.588, -0.293, -0.063, 0.006, -0.441, 0.249, -0.297, -0.490, 0.079, 0.239, -0.420, 0.238, 0.176, 0.161, 0.175, 0.207]
}

=====

For reference, ΔE to the lowest compared entry with this formula, charge and spin by record: 0.00; 49.57; 0.00; 395.36 kJ/mol.